(1)
110
Properties=species:S:1:pos:R:3:forces:R:3:lowdin_charge:R:1 method="wB97M-V/def2-TZVPD" multiplicity=1 gap_ev="6.36 / 6.36" charge=+2
Os -0.178 -1.433 0.718 0.27 -0.12 -0.74 1.2656
F -1.570 1.652 4.403 -0.01 0.04 0.03 0.1716
C -1.838 0.369 4.579 0.05 -0.03 -0.03 -0.6797
F -1.943 0.095 5.862 -0.04 -0.03 0.00 0.1966
F -2.956 0.042 3.946 -0.01 0.03 -0.03 0.1602
S -0.434 -0.601 3.885 0.18 -0.11 0.13 0.6522
O -0.407 -0.181 2.453 -0.21 -0.17 -0.02 -0.5134
O 0.719 -0.228 4.629 0.11 0.10 -0.06 -0.2192
N -0.799 -2.088 4.112 -0.04 0.03 0.07 -0.2570
S -1.344 -3.199 3.163 0.10 -0.12 0.22 0.6608
O -0.609 -4.410 3.268 0.01 0.01 0.00 -0.2126
O -1.571 -2.683 1.798 0.04 0.17 -0.36 -0.4823
C -3.065 -3.544 3.757 0.01 0.03 0.00 -0.6841
F -3.861 -2.548 3.400 -0.01 0.02 0.02 0.1640
F -3.465 -4.668 3.193 -0.02 0.00 -0.02 0.1828
F -3.046 -3.663 5.069 0.01 -0.02 -0.01 0.1883
N -0.788 -4.748 -1.777 -0.03 0.03 -0.02 0.0907
C -1.238 -3.548 -1.426 -0.03 0.00 -0.04 -0.0936
N -0.385 -3.047 -0.551 0.24 0.19 0.10 -0.0647
C 0.564 -4.021 -0.385 -0.20 0.05 0.03 -0.2906
N 0.348 -5.070 -1.126 0.07 -0.03 0.00 0.1912
C 1.569 -3.831 0.657 -0.06 -0.12 0.04 -0.1638
C 2.620 -4.692 0.896 -0.01 0.00 0.02 -0.0132
N 3.420 -4.535 1.949 0.01 -0.04 -0.01 0.1452
C 3.144 -3.541 2.774 -0.04 0.02 -0.06 -0.0379
C 2.105 -2.643 2.534 0.08 0.01 0.04 -0.0647
N 1.334 -2.772 1.460 0.19 -0.07 0.22 -0.0166
H -1.203 -5.410 -2.417 0.00 0.00 0.00 0.1850
H -2.139 -3.082 -1.791 0.02 0.00 -0.01 0.1479
H 2.812 -5.520 0.225 0.01 -0.02 0.02 0.1379
H 3.761 -3.429 3.657 0.01 -0.02 -0.01 0.1339
H 1.910 -1.831 3.220 0.02 0.00 -0.06 0.0957
C 6.228 -0.625 -0.592 0.02 0.00 0.02 -0.0227
C 4.950 -0.400 0.170 0.05 -0.03 0.06 -0.2278
C 4.968 0.049 1.488 -0.08 0.02 -0.04 0.0352
C 3.787 0.299 2.172 0.07 -0.01 0.00 -0.2469
C 3.812 0.787 3.594 0.11 -0.09 0.02 -0.0208
C 2.579 0.065 1.524 0.00 0.08 -0.24 -0.0440
C 2.511 -0.423 0.211 -0.05 0.17 0.28 -0.2337
C 3.734 -0.621 -0.456 -0.05 -0.28 0.15 0.0015
N 1.213 -0.680 -0.366 -0.24 -0.10 0.01 -0.0211
C 1.202 -0.519 -1.910 -0.02 0.04 0.05 -0.3389
C -0.193 -0.329 -2.526 0.01 -0.04 0.08 -0.1530
C -0.128 -0.187 -4.060 0.00 0.06 0.02 -0.2644
C 0.514 -1.424 -4.683 0.00 -0.02 0.02 -0.1051
C 1.906 -1.601 -4.080 0.02 0.03 0.03 -0.2628
C 2.761 -0.363 -4.366 0.03 -0.01 -0.06 -0.0934
C 2.077 0.893 -3.818 -0.05 0.04 0.02 -0.2627
C 0.690 1.046 -4.436 0.00 -0.02 0.04 -0.1051
C 1.935 0.792 -2.294 0.22 -0.10 -0.07 -0.0696
C 1.763 -1.808 -2.565 -0.03 0.03 -0.08 -0.0751
H 7.085 -0.665 0.077 -0.01 0.00 0.00 0.0861
H 6.400 0.186 -1.303 0.00 0.00 0.00 0.0948
H 6.195 -1.558 -1.156 -0.01 0.01 0.00 0.0885
H 5.919 0.226 1.978 0.00 0.00 0.00 0.1330
H 4.786 1.205 3.843 -0.03 0.03 0.00 0.0894
H 3.626 -0.035 4.291 -0.04 0.02 -0.01 0.0860
H 3.051 1.540 3.780 -0.09 0.06 0.01 0.0833
H 1.679 0.336 2.042 -0.23 -0.03 0.07 0.0746
H 3.792 -0.960 -1.472 -0.08 -0.01 -0.05 0.0948
H -0.648 0.570 -2.118 -0.07 0.04 0.08 0.0717
H -0.845 -1.164 -2.294 -0.07 -0.04 0.06 0.0423
H -1.156 -0.073 -4.414 0.00 -0.03 -0.02 0.1481
H 0.577 -1.310 -5.767 0.00 0.00 0.00 0.1312
H -0.093 -2.316 -4.489 0.00 0.01 0.00 0.1186
H 2.388 -2.486 -4.500 0.00 0.00 0.00 0.1494
H 2.904 -0.261 -5.444 0.00 0.00 0.01 0.1314
H 3.759 -0.478 -3.930 -0.02 0.01 0.02 0.1241
H 2.686 1.770 -4.045 0.01 0.00 0.01 0.1498
H 0.755 1.142 -5.522 0.00 -0.01 0.00 0.1309
H 0.212 1.954 -4.055 -0.01 -0.01 0.00 0.1187
H 1.332 1.622 -1.922 -0.05 0.05 0.06 0.1042
H 2.915 0.900 -1.845 -0.03 -0.03 -0.03 0.1094
H 2.699 -2.157 -2.146 0.06 0.02 0.05 0.1073
H 1.045 -2.611 -2.394 0.03 0.05 -0.11 0.0925
S -2.194 -0.514 -0.103 -0.28 -0.10 0.43 0.2406
Sb -2.589 1.787 0.091 0.05 0.19 -0.22 1.4517
C -3.362 2.635 1.849 0.01 -0.11 -0.07 -0.3511
C -4.653 2.319 2.264 0.00 -0.08 0.05 -0.1150
C -5.193 2.972 3.360 0.01 0.02 0.01 -0.0535
C -4.452 3.940 4.028 0.02 -0.01 -0.02 -0.0450
C -3.172 4.261 3.600 -0.04 0.00 0.03 -0.0601
C -2.620 3.608 2.508 0.03 0.10 -0.07 -0.1265
C -4.072 1.941 -1.387 0.13 -0.01 -0.05 -0.3597
C -5.212 1.158 -1.209 0.02 -0.04 0.06 -0.1391
C -6.219 1.183 -2.160 -0.01 0.03 -0.04 -0.0567
C -6.085 1.974 -3.294 0.03 -0.01 0.03 -0.0499
C -4.942 2.739 -3.478 -0.04 -0.01 -0.01 -0.0587
C -3.932 2.723 -2.527 0.03 0.11 0.02 -0.1073
C -0.756 2.768 -0.219 -0.02 -0.06 0.15 -0.3570
C 0.210 2.472 0.746 0.02 -0.02 -0.04 -0.1513
C 1.449 3.092 0.698 0.00 0.05 -0.09 -0.0554
C 1.731 3.994 -0.321 -0.03 0.01 0.01 -0.0469
C 0.773 4.280 -1.283 0.00 0.02 0.02 -0.0588
C -0.478 3.676 -1.233 0.00 0.04 -0.07 -0.1038
H -5.245 1.576 1.746 0.01 -0.01 0.00 0.0968
H -6.196 2.732 3.687 0.01 0.00 0.00 0.1180
H -4.880 4.452 4.880 0.00 0.00 0.00 0.1186
H -2.601 5.024 4.113 -0.01 0.00 0.00 0.1189
H -1.625 3.876 2.173 -0.01 -0.01 0.01 0.0973
H -5.320 0.514 -0.343 0.00 0.00 0.00 0.0904
H -7.108 0.584 -2.016 0.00 0.00 0.00 0.1169
H -6.873 1.994 -4.035 0.00 0.00 0.00 0.1177
H -4.836 3.355 -4.361 0.00 0.00 0.00 0.1166
H -3.055 3.336 -2.689 -0.02 -0.02 0.01 0.0812
H 0.002 1.761 1.540 -0.02 0.16 -0.09 0.0683
H 2.193 2.868 1.452 0.00 0.03 -0.02 0.1091
H 2.696 4.481 -0.360 0.00 0.00 0.00 0.1192
H 0.991 4.988 -2.072 0.00 0.00 0.00 0.1195
H -1.213 3.932 -1.983 0.01 -0.01 0.02 0.0891

(2)
102
Properties=species:S:1:pos:R:3:forces:R:3:lowdin_charge:R:1 method="wB97M-V/def2-TZVPD" multiplicity=1 gap_ev=4.50
Sc 0.729 0.907 0.075 0.50 0.11 -0.38 0.5954
S -1.225 0.750 1.823 -0.10 -0.12 0.08 0.3450
P -2.867 0.228 0.725 -0.20 0.15 0.33 0.5483
C -2.707 -0.747 -0.671 -0.14 -0.46 -0.31 -0.5775
P -1.618 -0.156 -2.043 0.16 -0.17 -0.29 0.6094
S -1.014 1.794 -1.558 -0.19 -0.17 0.01 0.2128
C -3.300 -2.067 -0.869 0.12 0.16 -0.10 -0.2916
C -2.636 -3.041 -1.663 -0.01 -0.04 -0.05 -0.1004
C -3.198 -4.266 -1.983 0.15 0.06 -0.04 -0.1308
C -4.458 -4.624 -1.512 0.00 -0.09 0.22 -0.1751
C -5.131 -3.703 -0.706 -0.01 -0.01 -0.05 -0.1022
C -4.585 -2.469 -0.414 0.05 0.13 0.07 -0.0465
C -2.846 0.181 -3.403 -0.08 0.06 0.31 -0.4101
C -2.962 -0.759 -4.419 0.01 -0.12 -0.04 -0.1216
C -3.890 -0.602 -5.443 -0.01 0.04 0.01 -0.1041
C -4.712 0.514 -5.464 0.05 0.01 0.07 -0.1080
C -4.592 1.474 -4.463 0.00 -0.05 -0.05 -0.0911
C -3.666 1.307 -3.445 0.03 0.08 0.03 -0.1295
C -3.863 1.711 0.385 0.04 0.05 0.00 -0.3724
C -4.953 1.568 -0.469 -0.02 0.03 0.00 -0.1152
C -5.782 2.649 -0.731 0.01 -0.02 0.02 -0.0866
C -5.515 3.882 -0.151 0.00 -0.01 0.00 -0.0892
C -4.421 4.029 0.693 0.02 -0.03 0.00 -0.0776
C -3.598 2.945 0.963 -0.04 0.04 0.03 -0.0969
C -3.873 -0.662 1.977 0.04 0.05 0.00 -0.3382
C -3.356 -1.828 2.540 -0.02 0.07 -0.03 -0.1068
C -4.071 -2.535 3.488 -0.02 -0.03 0.02 -0.0847
C -5.315 -2.079 3.907 0.01 -0.02 0.00 -0.0963
C -5.827 -0.907 3.376 0.03 0.02 -0.04 -0.0816
C -5.109 -0.201 2.416 -0.04 -0.01 -0.04 -0.0729
H -1.658 -2.793 -2.059 0.01 -0.01 -0.01 0.0764
H -2.654 -4.932 -2.650 0.00 0.02 0.01 0.0947
H -4.944 -5.543 -1.829 -0.04 0.04 -0.09 0.0763
H -6.133 -3.925 -0.356 -0.02 0.01 0.02 0.0966
H -5.189 -1.762 0.138 0.01 -0.03 0.03 0.0967
H -2.307 -1.623 -4.412 0.00 -0.03 0.00 0.0866
H -3.965 -1.345 -6.227 0.01 -0.01 -0.01 0.0923
H -5.432 0.645 -6.262 -0.02 0.01 -0.01 0.0926
H -5.218 2.357 -4.481 -0.01 0.02 0.00 0.0969
H -3.556 2.066 -2.679 0.00 -0.03 -0.06 0.0653
H -5.126 0.613 -0.953 -0.01 0.00 0.00 0.1083
H -6.623 2.533 -1.404 -0.01 0.00 -0.01 0.1023
H -6.152 4.731 -0.364 -0.01 0.00 0.00 0.0978
H -4.204 4.994 1.134 0.00 0.01 0.00 0.1004
H -2.734 3.049 1.608 0.00 0.00 -0.01 0.0733
H -2.377 -2.167 2.239 0.05 -0.02 0.02 0.0794
H -3.653 -3.440 3.913 0.01 0.00 0.00 0.0961
H -5.874 -2.626 4.656 0.00 -0.01 0.00 0.0961
H -6.787 -0.534 3.709 -0.01 0.01 0.00 0.1008
H -5.522 0.711 2.006 -0.01 0.00 0.01 0.1011
C 3.595 -5.984 -2.274 0.03 -0.02 0.00 -0.0628
C 3.796 -5.484 -0.852 -0.01 0.01 -0.02 -0.1921
N 2.918 -4.360 -0.530 0.02 0.05 0.08 -0.0319
C 3.381 -3.088 -0.715 -0.06 -0.13 -0.09 0.0518
C 2.648 -1.952 -0.580 -0.05 0.03 -0.03 -0.0072
C 3.243 -0.591 -0.948 -0.83 0.10 -0.19 -0.5911
O 4.454 -0.509 -1.052 0.25 0.07 -0.01 0.0525
O 2.360 0.324 -1.171 0.45 -0.22 0.49 -0.1004
C 1.301 -2.103 -0.152 -0.07 -0.20 0.15 -0.2637
O 0.459 -1.207 -0.010 0.11 0.49 0.15 -0.1284
C 0.845 -3.453 0.165 0.00 0.52 -0.10 -0.0330
C -0.459 -3.534 0.650 -0.12 0.04 0.15 0.0909
C -1.001 -4.755 0.810 0.30 -0.36 -0.17 -0.1861
F -2.286 -4.901 1.206 -0.04 0.01 0.05 0.0758
C -0.311 -5.922 0.412 -0.70 0.32 -0.20 -0.1460
C 0.997 -5.846 -0.025 -0.07 0.08 0.13 0.0734
C 1.609 -4.571 -0.116 0.17 -0.21 -0.16 -0.1148
N -1.160 -7.048 0.317 0.90 -0.51 0.53 -0.1385
C -1.740 -7.639 1.507 -0.10 0.17 -0.19 -0.1107
C -3.269 -7.653 1.306 -0.13 -0.04 -0.09 -0.0760
N -3.510 -7.430 -0.160 0.38 -0.15 0.17 0.0482
C -2.664 -8.353 -0.993 -0.16 0.11 -0.05 -0.0637
C -1.179 -7.937 -0.810 -0.21 0.24 -0.06 -0.1253
H 4.268 -6.818 -2.479 -0.01 0.00 -0.01 0.0792
H 3.806 -5.189 -2.989 0.01 0.01 -0.01 0.0845
H 2.571 -6.318 -2.440 -0.01 -0.01 0.00 0.0659
H 4.820 -5.141 -0.711 -0.01 0.00 -0.01 0.1234
H 3.629 -6.276 -0.122 -0.01 0.02 0.00 0.1155
H 4.415 -2.997 -1.027 0.01 -0.04 0.01 0.1483
H -1.014 -2.616 0.796 -0.02 0.03 -0.01 0.1150
H 1.509 -6.751 -0.316 0.03 -0.03 -0.06 0.1121
H -1.491 -7.048 2.382 0.02 0.01 0.02 0.1371
H -1.355 -8.654 1.662 -0.02 -0.01 0.01 0.1293
H -3.757 -6.829 1.821 0.00 -0.05 0.04 0.1295
H -3.729 -8.600 1.581 -0.01 0.02 0.02 0.1294
H -3.224 -6.452 -0.342 -0.25 0.09 -0.24 0.1294
H -4.498 -7.513 -0.386 0.01 0.07 -0.04 0.1723
H -2.991 -8.263 -2.027 0.01 -0.02 0.00 0.1309
H -2.863 -9.365 -0.646 -0.01 0.00 0.01 0.1286
H -0.837 -7.391 -1.687 0.04 0.01 -0.04 0.1322
H -0.556 -8.833 -0.692 -0.02 -0.02 0.02 0.1267
N 3.313 4.232 0.452 -0.01 0.07 0.03 0.1882
C 2.614 3.109 0.666 0.02 -0.11 -0.04 -0.4976
O 1.473 2.992 0.192 -0.02 -0.13 -0.05 -0.0695
C 3.254 2.002 1.464 0.01 0.01 -0.03 -0.2183
C 2.225 0.932 1.813 -0.16 -0.02 0.11 -0.2598
H 2.940 4.925 -0.174 -0.01 0.00 0.00 0.1192
H 4.265 4.305 0.762 0.00 0.00 0.01 0.1103
H 3.784 2.466 2.309 0.00 -0.04 0.00 0.1089
H 4.030 1.586 0.809 -0.02 0.00 -0.01 0.1131
H 1.703 1.188 2.744 0.06 0.01 -0.02 0.0247
H 2.734 -0.023 1.991 -0.02 0.02 -0.01 0.0367

Here are the calculated total energy numbers, same order: -122764.88858 -124162.72929 (eV).
Here are the calculated ΔE to the lowest compared entry with this formula, charge and spin numbers, same order: 0.0 0.0 (kJ/mol).